Version w
ORCA calculation (wB97M-V/def2-TZVPD) on a molecular structure, C43H69N11O5.

Structure (XYZ):
```
128
Properties=species:S:1:pos:R:3:lowdin_charge:R:1
C -0.52782 1.66799 -0.25788 -0.007
C 0.43583 0.50616 -0.27707 -0.427
O 1.03826 0.12915 0.69561 0.088
C 0.76461 -0.07371 -1.65217 -0.047
H -1.31515 1.40445 -0.96606 0.015
H -0.02859 2.59200 -0.54717 0.062
H -0.94095 1.74753 0.74571 0.079
H 0.94284 0.71564 -2.38131 0.082
H 0.04102 -0.81888 -1.98938 0.070
H 1.67393 -0.66451 -1.52808 0.075
C 5.19665 -0.35160 -0.34784 0.023
C 4.31494 0.86027 -0.54164 -0.520
O 4.19347 1.72967 0.31914 0.004
N 3.67232 0.91814 -1.72038 0.037
C 2.95680 2.09674 -2.16414 -0.053
H 5.03868 -0.84483 0.60970 0.049
H 6.23039 0.00561 -0.34313 0.094
H 5.16817 -1.06277 -1.17169 0.073
H 3.72587 0.06634 -2.26388 0.094
H 2.87030 2.04570 -3.24849 0.098
H 3.50211 2.99786 -1.89335 0.090
H 1.93659 2.14833 -1.77696 0.047
C 0.36831 -1.52597 -4.09125 0.017
C 1.69356 -1.81019 -3.36431 -0.540
O 2.70093 -1.14750 -3.59477 0.004
N 1.68162 -2.82940 -2.47684 -0.004
C 2.84912 -3.17964 -1.70926 -0.035
H 0.51638 -1.62010 -5.16392 0.089
H 0.17663 -0.49107 -3.81473 0.061
H -0.35397 -2.25737 -3.73372 0.078
H 0.92148 -3.50195 -2.48590 0.005
H 3.67782 -2.51392 -1.93674 0.080
H 3.23085 -4.18380 -1.90209 0.115
H 2.67310 -3.09478 -0.63457 0.067
C -0.99655 -6.94276 -1.36770 0.021
C -1.17709 -5.49321 -1.66756 -0.450
O -0.29559 -4.91177 -2.30793 0.012
N -2.33551 -4.91480 -1.32191 0.062
C -2.63483 -3.52082 -1.58464 -0.054
H -0.63660 -7.46293 -2.25219 0.100
H -1.88446 -7.41222 -0.94634 0.086
H -0.18277 -7.00460 -0.64116 0.057
H -3.11444 -5.47748 -1.03117 0.138
H -1.79598 -2.86511 -1.35311 0.068
H -3.54120 -3.23384 -1.06336 0.078
H -2.77158 -3.34055 -2.65663 0.088
C -1.61229 -1.45023 4.00073 0.012
C -0.37391 -2.21760 3.54994 -0.522
O -0.48668 -3.35917 3.07656 -0.011
N 0.81566 -1.65386 3.68687 0.050
C 1.12320 -0.37973 4.30673 -0.064
H -1.68262 -0.55422 3.37829 0.070
H -1.53404 -1.10960 5.03272 0.078
H -2.48059 -2.08090 3.84311 0.080
H 1.60646 -2.18341 3.33562 0.106
H 2.17730 -0.19469 4.48617 0.081
H 0.50795 -0.06993 5.15116 0.082
H 0.86089 0.39923 3.57780 0.061
N 2.97211 4.43969 0.76094 0.026
C 3.58426 5.51279 1.36198 -0.114
C 2.90330 6.63381 0.97077 -0.108
C 1.78015 6.22164 0.21855 -0.117
C 1.88586 4.85830 0.05203 -0.180
H 3.37422 3.51950 0.61681 0.097
H 4.51531 5.33996 1.87467 0.110
H 3.11485 7.66157 1.21870 0.093
H 1.01815 6.89448 -0.14116 0.097
H 1.32546 4.11947 -0.49619 0.086
N 0.62124 -4.77181 0.77672 0.063
C 0.52693 -3.92525 -0.27641 -0.161
C 1.02924 -4.53437 -1.40031 -0.365
C 1.49190 -5.81072 -0.97478 -0.098
C 1.25474 -5.91622 0.35786 -0.151
H 0.30696 -4.53524 1.71237 0.103
H 0.03099 -2.97793 -0.12208 0.127
H 1.13428 -4.17311 -2.41115 0.054
H 2.02440 -6.53835 -1.56767 0.123
H 1.39618 -6.72970 1.05130 0.117
N 0.07614 4.51480 2.36651 0.033
C 0.05351 3.19914 2.71692 -0.150
C -1.16357 2.93618 3.32427 -0.128
C -1.93540 4.08895 3.19141 -0.131
C -1.15193 5.07394 2.60619 -0.121
H 0.90550 4.83594 1.88240 0.085
H 0.93913 2.59154 2.61626 0.103
H -1.52690 1.98996 3.69190 0.075
H -2.93686 4.21649 3.57250 0.095
H -1.28112 6.08617 2.25911 0.107
N -4.39791 -0.58797 -3.03915 0.028
C -4.51758 -0.72820 -1.68338 -0.161
C -3.42829 -0.10572 -1.11182 -0.130
C -2.58500 0.32308 -2.15135 -0.097
C -3.18860 -0.00847 -3.33484 -0.112
H -5.02170 -0.89190 -3.76362 0.146
H -5.35458 -1.17620 -1.17426 0.096
H -3.16698 -0.01034 -0.06974 0.111
H -1.64205 0.76933 -1.87452 0.033
H -2.91080 0.17165 -4.36014 0.107
N -2.69357 5.17724 -2.47481 0.002
C -2.34326 4.94163 -1.18003 -0.134
C -3.33016 5.48672 -0.37948 -0.112
C -4.35395 6.00567 -1.23731 -0.094
C -3.90347 5.81527 -2.51691 -0.150
H -2.18627 4.89782 -3.29399 0.142
H -1.50922 4.27985 -1.01230 0.090
H -3.29240 5.42735 0.69632 0.073
H -5.27249 6.48458 -0.94602 0.089
H -4.37938 6.01661 -3.46303 0.104
N -4.77753 1.46464 -0.04292 -0.020
C -5.45761 0.42932 0.54439 -0.179
C -5.08028 0.31197 1.87660 -0.077
C -4.22131 1.39563 2.08963 -0.123
C -4.07928 2.14165 0.94444 -0.100
H -4.89887 1.75503 -0.99601 0.153
H -6.09562 -0.17816 -0.07933 0.091
H -5.37249 -0.53894 2.46731 0.094
H -3.78914 1.64450 3.04704 0.080
H -3.57749 3.07632 0.76723 0.084
N 4.69585 -1.31093 2.95265 0.028
C 3.61194 -1.01783 2.18002 -0.200
C 3.09402 -2.18681 1.68483 -0.147
C 3.76945 -3.25057 2.30452 -0.083
C 4.76489 -2.68028 3.09197 -0.114
H 5.27496 -0.58012 3.32197 0.152
H 3.24131 -0.02107 1.99936 0.107
H 2.30413 -2.34145 0.96901 0.073
H 3.65683 -4.31238 2.16029 0.095
H 5.56400 -3.13556 3.65351 0.101
```

Values from the calculation:
orbital gap: 6.112 eV
E_HOMO: -0.2145 Ha
charge: 0

---

Version x
ORCA calculation (wB97M-V/def2-TZVPD) on 12 unconnected molecules or ions with the total composition C43H69N11O5.

Structure (XYZ):
```
128
Properties=species:S:1:pos:R:3:lowdin_charge:R:1
C 2.36177 -2.70677 -4.05835 -0.120
C 2.84985 -2.88767 -2.73496 -0.096
C 2.01453 -3.78444 -2.12250 -0.158
N 1.03363 -4.12234 -3.00458 0.023
C 1.21188 -3.44467 -4.17912 -0.145
H 2.80161 -2.07112 -4.80958 0.098
H 3.74826 -2.44805 -2.33814 0.095
H 2.00520 -4.22065 -1.13912 0.090
H 0.26224 -4.73210 -2.82022 0.134
H 0.49895 -3.53224 -4.97996 0.108
C -3.76316 -1.72698 2.02918 -0.104
C -3.64507 -0.93454 3.20859 -0.102
C -2.52669 -1.37103 3.87377 -0.153
N -2.01113 -2.44250 3.19516 0.026
C -2.79099 -2.68960 2.09742 -0.148
H -4.47712 -1.69236 1.22482 0.080
H -4.30923 -0.15161 3.53416 0.093
H -2.15872 -1.08155 4.84243 0.101
H -1.26732 -3.03103 3.51325 0.124
H -2.61140 -3.55385 1.47769 0.092
C -4.29550 -2.43260 -1.43122 -0.127
C -4.88510 -1.79497 -2.55370 -0.102
C -3.85847 -1.25716 -3.28613 -0.126
N -2.67223 -1.51435 -2.63149 0.041
C -2.95148 -2.26542 -1.53093 -0.159
H -4.76643 -2.98937 -0.63746 0.088
H -5.92542 -1.84637 -2.82808 0.089
H -3.85476 -0.69495 -4.20243 0.103
H -1.79447 -1.19569 -3.01006 0.092
H -2.19097 -2.57913 -0.83210 0.076
C -5.36794 6.21064 1.13458 -0.113
C -4.91029 5.11060 0.35791 -0.113
C -3.91545 4.50353 1.07230 -0.181
N -3.76033 5.15879 2.25922 0.019
C -4.63188 6.21288 2.29298 -0.141
H -6.25102 6.75979 0.85287 0.086
H -5.29386 4.78164 -0.59297 0.088
H -3.28759 3.65479 0.84500 0.087
H -3.15033 4.85391 3.02679 0.089
H -4.67973 6.85473 3.15686 0.103
C -0.80837 0.86391 -3.33019 -0.123
C 0.13399 -0.16822 -3.66637 -0.126
C 0.17188 -0.21892 -5.02704 -0.148
N -0.68757 0.71602 -5.54713 0.030
C -1.26355 1.40144 -4.50177 -0.128
H -1.11720 1.17804 -2.34866 0.086
H 0.69556 -0.82948 -3.02727 0.083
H 0.65650 -0.86651 -5.74123 0.114
H -0.78782 0.89935 -6.52412 0.142
H -1.96837 2.19416 -4.69411 0.114
C 0.31335 3.74233 -1.83342 -0.124
C -0.92434 4.34426 -1.50515 -0.096
C -0.87633 4.68951 -0.17896 -0.133
N 0.36491 4.35313 0.29116 0.019
C 1.09579 3.73358 -0.70422 -0.146
H 0.52827 3.35451 -2.81438 0.075
H -1.78050 4.45889 -2.14763 0.095
H -1.61461 5.10481 0.48940 0.090
H 0.66135 4.49620 1.23555 0.138
H 2.09316 3.42161 -0.44324 0.108
C -0.27478 -4.78389 0.61964 -0.120
C 0.56699 -4.58407 1.74421 -0.113
C 1.35477 -5.69820 1.86653 -0.136
N 1.01558 -6.55005 0.86063 0.019
C 0.02545 -6.00731 0.07488 -0.123
H -1.10159 -4.16121 0.31908 0.057
H 0.43431 -3.75001 2.41111 0.081
H 2.10967 -5.98711 2.57788 0.118
H 1.36565 -7.47305 0.68666 0.149
H -0.31642 -6.59366 -0.75933 0.110
C 3.05297 1.41411 -3.14883 -0.040
N 2.52197 1.71537 -4.47202 0.026
C 3.26939 1.69175 -5.58084 -0.580
C 2.57766 2.04886 -6.87315 -0.009
O 4.45319 1.41545 -5.57352 0.032
H 2.62631 0.47333 -2.80246 0.055
H 2.70259 2.19211 -2.47188 0.062
H 4.13260 1.36432 -3.13184 0.087
H 1.55313 1.97703 -4.50741 0.094
H 3.21434 2.70579 -7.46380 0.081
H 1.66666 2.62681 -6.68931 0.068
H 2.37815 1.16299 -7.47263 0.078
C -1.52679 0.64431 0.93503 -0.044
N -0.33594 0.87636 0.10868 0.052
C 0.71918 0.04714 -0.00430 -0.510
C 0.56698 -1.42034 0.24519 0.020
O 1.83263 0.48337 -0.33416 -0.018
H -1.29129 0.18283 1.89227 0.067
H -2.27422 0.03635 0.42319 0.073
H -1.94806 1.63779 1.07776 0.074
H -0.15517 1.82918 -0.17585 0.089
H 0.73691 -1.99686 -0.66506 0.071
H -0.44502 -1.68268 0.57935 0.052
H 1.23214 -1.79487 1.02100 0.069
C -4.00256 3.59170 6.14045 -0.055
N -2.77679 2.85709 5.85233 0.023
C -1.87111 3.31612 4.98186 -0.527
C -0.61735 2.48034 4.80632 0.003
O -2.01999 4.32510 4.29754 0.011
H -3.75024 4.64398 6.29997 0.090
H -4.49100 3.25756 7.04993 0.083
H -4.69869 3.53532 5.30365 0.088
H -2.56426 2.08193 6.44993 0.130
H -0.50750 2.27773 3.74107 0.067
H -0.64333 1.53286 5.34448 0.075
H 0.28225 3.01792 5.10227 0.087
C 5.22463 0.19419 1.19137 -0.083
N 3.94179 0.69705 1.60350 0.012
C 3.70195 1.13383 2.84996 -0.575
C 2.27074 1.46054 3.18316 -0.009
O 4.58851 1.26710 3.67257 0.047
H 5.20696 -0.25893 0.20215 0.079
H 5.59731 -0.54652 1.89587 0.079
H 5.93912 1.02298 1.13700 0.089
H 3.19218 0.84555 0.92634 0.087
H 1.92348 2.34619 2.65327 0.076
H 2.21955 1.58432 4.26401 0.075
H 1.57419 0.63434 3.00524 0.076
C 4.77836 -5.30762 1.36464 -0.027
C 4.66098 -4.08219 2.23801 -0.506
C 3.88353 -2.93102 1.65773 -0.019
O 5.19405 -3.99827 3.31093 0.082
H 4.98490 -6.21826 1.92562 0.084
H 5.58530 -5.16600 0.64269 0.092
H 3.85833 -5.47958 0.80182 0.051
H 2.97486 -3.30141 1.19563 0.045
H 4.50993 -2.44709 0.90303 0.081
H 3.74007 -2.18364 2.43587 0.086
```

Values from the calculation:
SMILES: c1cc[nH]c1.c1cc[nH]c1.c1cc[nH]c1.c1cc[nH]c1.c1cc[nH]c1.c1cc[nH]c1.c1cc[nH]c1.CNC(C)=O.CNC(C)=O.CNC(C)=O.CNC(C)=O.CC(C)=O
orbital gap: 8.175 eV
E_HOMO: -0.2931 Ha
charge: 0

---

Going by the energies, version x is most stable and the next is 12.777 eV up.

---

Version w
ORCA calculation (wB97M-V/def2-TZVPD) on 3 unconnected molecules or ions with the total composition C3H13NO3.

Structure (XYZ):
```
20
Properties=species:S:1:pos:R:3:lowdin_charge:R:1
C -0.60458 -0.57135 2.52589 -0.087
C -0.48972 -0.37682 1.09506 -0.533
N -1.63633 -0.62112 0.27134 0.037
C 0.18370 0.88948 0.72843 -0.248
O 1.23053 0.67487 -0.23474 -0.098
H -1.27100 -1.44072 2.71172 0.096
H -1.02028 0.20686 3.05291 0.048
H 0.45893 -0.74602 2.86486 0.113
H 0.33446 -1.16717 0.68969 0.178
H -2.53448 -0.47589 0.77032 0.094
H -1.60625 -1.49622 -0.23368 0.069
H 0.67409 1.43230 1.66244 0.151
H -0.53206 1.57615 0.30634 0.112
H 1.38131 1.51746 -0.69003 0.056
O 1.02015 2.12620 -2.70148 -0.075
H 1.88632 2.17309 -3.18138 0.076
H 0.56963 1.27774 -2.83493 0.038
O 0.53201 -1.53273 -2.63376 -0.114
H 0.40179 -1.05275 -1.77884 0.005
H 1.02176 -2.39336 -2.39018 0.081
```

Values from the calculation:
SMILES: C[C@@H](N)CO.O.O
orbital gap: 10.050 eV
E_HOMO: -0.3405 Ha
charge: 0

---

Version x
ORCA calculation (wB97M-V/def2-TZVPD) on 3 unconnected molecules or ions with the total composition C3H13NO3.

Structure (XYZ):
```
20
Properties=species:S:1:pos:R:3:lowdin_charge:R:1
C -2.03167 1.28270 1.53536 -0.064
C -1.12850 0.28237 2.48764 -0.277
N 0.00915 -0.51484 2.02232 -0.100
C -0.34318 -1.70555 1.29558 -0.242
O -0.76748 -1.47386 -0.17204 -0.092
H -2.92689 1.53309 2.12641 0.060
H -1.38443 2.11105 1.34257 0.039
H -2.35589 0.62308 0.69282 0.067
H -1.89897 -0.45420 2.94243 0.119
H -0.76424 0.80099 3.38814 0.089
H 0.57262 0.09395 1.26968 0.155
H 0.45404 -2.46349 1.26456 0.109
H -1.24450 -2.17261 1.77995 0.122
H 0.02309 -1.10508 -0.49745 0.000
O 1.33571 0.84273 -2.07546 -0.112
H 1.10985 1.82567 -2.15114 0.074
H 1.79151 0.82321 -1.17503 0.055
O 3.31286 0.24310 -5.21213 -0.061
H 2.89009 -0.53677 -4.76503 0.062
H 3.34684 -0.03552 -6.09919 -0.005
```

Values from the calculation:
SMILES: CCNCO.O.O
orbital gap: 9.856 eV
E_HOMO: -0.3465 Ha
charge: 0

---

Going by the energies, version w is most stable and the next is 0.656 eV up.